(1)
Molecular formula: C5H14N
Method: DFT, ωB97M-V with the def2-TZVPD basis set

The geometry in ORCA input format:
```
! RIJCOSX wB97M-V def2-TZVPD def2/J DEFGRID3
* xyz 1 1
H 0.68 0.82 -1.72
H 0.32 -3.96 -0.44
H -1.05 -1.95 0.25
C 0.04 -1.95 0.31
H -1.08 2.03 -0.18
H -0.92 0.33 -1.20
C 0.58 -3.36 0.43
H 1.69 -1.24 -0.89
C 0.14 0.23 -0.97
H -0.29 4.40 1.39
H 0.32 0.70 0.01
N -1.18 2.91 0.35
H 0.82 3.05 0.64
H -2.11 3.27 0.52
C -0.15 3.48 0.82
H 0.29 -1.71 -1.82
C 0.60 -1.22 -0.90
H 0.16 -3.88 1.30
H 1.66 -3.36 0.55
H 0.30 -1.36 1.20
*
```

For the energy above the lowest of the compared OMol25 structures with the same formula, charge and spin, the calculation gives 29.0 kcal/mol. The total energy is -253.3721 Ha. Its HOMO energy is -14.331 eV. Its frontier orbital gap is 8.6 eV.

Here are the natural (NBO) charges for atoms 1 to 4, given in e:
1. H 0.23
2. H 0.21
3. H 0.20
4. C -0.39

(2)
Molecular formula: C5H14N
Method: DFT, ωB97M-V with the def2-TZVPD basis set

The geometry in ORCA input format:
```
! RIJCOSX wB97M-V def2-TZVPD def2/J DEFGRID3
* xyz 1 1
H -0.83 -1.31 -0.86
H 1.43 -1.10 0.08
H 0.60 1.10 -1.76
C 0.29 0.04 -1.93
H 1.92 1.29 0.05
C 1.35 0.80 0.85
H 0.76 1.55 1.45
C -1.59 0.60 -0.38
H -1.00 -0.59 1.72
H -1.39 1.54 0.13
H 0.81 -0.77 -2.47
H -0.25 -2.06 1.36
H -2.14 0.07 0.27
H -2.12 0.78 -1.36
H 2.16 0.51 1.50
N -0.10 -1.06 1.63
H 0.36 -0.90 2.54
C 0.68 -0.47 0.47
C -0.44 -0.30 -0.62
H -0.48 0.28 -2.67
*
```

For the energy above the lowest of the compared OMol25 structures with the same formula, charge and spin, the calculation gives 27.0 kcal/mol. As for the structure (SMILES): CC(C)[C@@H](C)[NH3+]. The total energy is -253.3752 Ha. Its HOMO energy is -15.151 eV. Its frontier orbital gap is 11.6 eV.

Here are the natural (NBO) charges for atoms 1 to 4, given in e:
1. H 0.20
2. H 0.24
3. H 0.23
4. C -0.65

(3)
Molecular formula: C5H14N
Method: DFT, ωB97M-V with the def2-TZVPD basis set

The geometry in ORCA input format:
```
! RIJCOSX wB97M-V def2-TZVPD def2/J DEFGRID3
* xyz 1 1
H -1.39 -1.52 0.85
H 1.14 -0.01 -2.12
H -2.02 -0.80 -0.79
H 1.66 -2.47 0.24
H 0.31 2.04 -0.31
C 1.26 -1.45 0.41
H -1.07 1.77 2.29
H 0.10 3.14 1.94
N 0.02 1.56 0.54
C 0.39 -0.89 -2.01
H -1.46 2.96 0.99
H 0.85 -1.51 1.44
H -0.59 0.80 0.25
H 2.01 -0.59 0.34
H 0.87 -1.69 -2.54
C 0.09 -1.21 -0.56
H 0.83 1.06 0.93
C -1.20 -1.12 -0.16
C -0.68 2.43 1.54
H -0.55 -0.61 -2.54
*
```

For the energy above the lowest of the compared OMol25 structures with the same formula, charge and spin, the calculation gives 26.8 kcal/mol. The total energy is -253.3756 Ha. Its HOMO energy is -13.600 eV. Its frontier orbital gap is 10.0 eV.

Here are the natural (NBO) charges for atoms 1 to 4, given in e:
1. H 0.22
2. H 0.20
3. H 0.23
4. H 0.27

(4)
Molecular formula: C5H14N
Method: DFT, ωB97M-V with the def2-TZVPD basis set

The geometry in ORCA input format:
```
! RIJCOSX wB97M-V def2-TZVPD def2/J DEFGRID3
* xyz 1 1
C -2.70 1.57 -0.12
H -2.55 2.52 -0.61
H -2.86 0.74 -0.81
H 1.01 -1.66 -1.30
C 2.17 -1.44 0.52
N -1.53 1.34 0.78
H -0.94 0.56 0.42
H 2.59 -0.63 1.10
H 0.61 0.92 -1.53
H -3.61 1.65 0.48
H 2.24 0.45 -1.62
H -0.94 -1.73 -0.11
C -0.23 -0.98 0.25
H 1.58 1.10 -0.05
H -1.91 0.89 1.61
C 1.41 0.48 -0.92
C 1.03 -0.98 -0.45
H 1.82 -2.22 1.19
H -0.17 -0.81 1.32
H 2.97 -1.77 -0.14
*
```

For the energy above the lowest of the compared OMol25 structures with the same formula, charge and spin, the calculation gives 99.4 kcal/mol. The total energy is -253.2599 Ha. Its HOMO energy is -14.569 eV. Its frontier orbital gap is 7.1 eV.

Here are the natural (NBO) charges for atoms 1 to 4, given in e:
1. C -0.44
2. H 0.23
3. H 0.20
4. H 0.25

(5)
Molecular formula: C5H14N
Method: DFT, ωB97M-V with the def2-TZVPD basis set

The geometry in ORCA input format:
```
! RIJCOSX wB97M-V def2-TZVPD def2/J DEFGRID3
* xyz 1 1
H 1.12 1.56 -0.98
C -0.75 0.84 -0.22
C 0.26 -0.48 0.08
N 1.29 -1.37 0.30
H 2.10 -2.85 -2.04
H -1.73 0.48 -0.51
H 1.47 -2.96 -2.41
C 0.11 1.92 -0.83
H 0.13 2.81 -0.20
C -0.29 0.31 1.18
H 0.52 0.93 1.59
H -1.83 -0.71 2.33
H 1.12 -2.20 0.86
H -2.30 0.87 1.79
C -1.46 0.32 2.22
H -0.21 -0.42 -2.75
H -0.29 2.20 -1.80
H -0.21 -1.02 -2.32
H -1.23 0.59 3.26
H 2.15 -0.84 0.42
*
```

For the energy above the lowest of the compared OMol25 structures with the same formula, charge and spin, the calculation gives 173.7 kcal/mol. The total energy is -253.1414 Ha. Its HOMO energy is -14.336 eV. Its frontier orbital gap is 7.9 eV.

Here are the natural (NBO) charges for atoms 1 to 4, given in e:
1. H 0.23
2. C -0.06
3. C 0.62
4. N -0.84

- What is the frontier orbital gap in the fifth record?
  7.9 eV

Copy entry 1 word for word.
Molecular formula: C5H14N
Method: DFT, ωB97M-V with the def2-TZVPD basis set

The geometry in ORCA input format:
```
! RIJCOSX wB97M-V def2-TZVPD def2/J DEFGRID3
* xyz 1 1
H 0.68 0.82 -1.72
H 0.32 -3.96 -0.44
H -1.05 -1.95 0.25
C 0.04 -1.95 0.31
H -1.08 2.03 -0.18
H -0.92 0.33 -1.20
C 0.58 -3.36 0.43
H 1.69 -1.24 -0.89
C 0.14 0.23 -0.97
H -0.29 4.40 1.39
H 0.32 0.70 0.01
N -1.18 2.91 0.35
H 0.82 3.05 0.64
H -2.11 3.27 0.52
C -0.15 3.48 0.82
H 0.29 -1.71 -1.82
C 0.60 -1.22 -0.90
H 0.16 -3.88 1.30
H 1.66 -3.36 0.55
H 0.30 -1.36 1.20
*
```

For the energy above the lowest of the compared OMol25 structures with the same formula, charge and spin, the calculation gives 29.0 kcal/mol. The total energy is -253.3721 Ha. Its HOMO energy is -14.331 eV. Its frontier orbital gap is 8.6 eV.

Here are the natural (NBO) charges for atoms 1 to 4, given in e:
1. H 0.23
2. H 0.21
3. H 0.20
4. C -0.39

- Among the records above, which one has the lowest frontier orbital gap?
  number 4

- Which of these has the highest frontier orbital gap?
  number 2